{
  "formula": "C29H59B3Cl52FNO5",
  "method": "the ωB97M-V functional and the def2-TZVPD basis",
  "elements": ["O", "N", "O", "C", "B", "O", "B", "O", "B", "C", "C", "F", "O", "H", "H", "H", "H", "H", "H", "H", "C", "Cl", "Cl", "H", "H", "C", "Cl", "Cl", "H", "H", "C", "Cl", "Cl", "H", "H", "C", "Cl", "Cl", "H", "H", "C", "Cl", "Cl", "H", "H", "C", "Cl", "Cl", "H", "H", "C", "Cl", "Cl", "H", "H", "C", "Cl", "Cl", "H", "H", "C", "Cl", "Cl", "H", "H", "C", "Cl", "Cl", "H", "H", "C", "Cl", "Cl", "H", "H", "C", "Cl", "Cl", "H", "H", "C", "Cl", "Cl", "H", "H", "C", "Cl", "Cl", "H", "H", "C", "Cl", "Cl", "H", "H", "C", "Cl", "Cl", "H", "H", "C", "Cl", "Cl", "H", "H", "C", "Cl", "Cl", "H", "H", "C", "Cl", "Cl", "H", "H", "C", "Cl", "Cl", "H", "H", "C", "Cl", "Cl", "H", "H", "C", "Cl", "Cl", "H", "H", "C", "Cl", "Cl", "H", "H", "C", "Cl", "Cl", "H", "H", "C", "Cl", "Cl", "H", "H", "C", "Cl", "Cl", "H", "H"],
  "coordinates": [[3.284, 0.598, 3.890], [2.788, 1.353, 3.149], [3.740, 2.087, 2.463], [3.261, 2.514, 1.157], [2.045, 1.658, 0.588], [2.257, 0.619, -0.264], [1.093, 0.113, -0.778], [0.079, -0.139, 0.117], [-0.185, 0.985, 0.866], [-1.539, 1.156, 1.629], [-2.184, 2.489, 1.256], [-2.277, 3.322, 2.373], [0.766, 1.985, 0.978], [2.941, 3.546, 1.234], [4.131, 2.483, 0.518], [0.909, -0.038, -1.939], [-2.191, 0.309, 1.482], [-1.288, 1.222, 2.685], [-1.611, 3.030, 0.506], [-3.179, 2.350, 0.842], [-4.283, -1.774, 3.017], [-4.112, -1.886, 1.264], [-2.838, -1.102, 3.792], [-5.123, -1.129, 3.244], [-4.453, -2.768, 3.412], [2.044, 4.883, -2.549], [1.515, 3.913, -1.164], [3.773, 4.668, -2.865], [1.487, 4.574, -3.424], [1.857, 5.921, -2.324], [5.293, 5.942, -6.081], [5.680, 5.333, -7.695], [4.127, 7.269, -6.140], [4.865, 5.135, -5.500], [6.205, 6.301, -5.621], [5.916, -1.616, 4.950], [5.976, -3.385, 4.911], [7.273, -0.893, 4.074], [4.991, -1.290, 4.490], [5.950, -1.284, 5.979], [-0.362, 7.831, -3.770], [-1.191, 6.432, -3.070], [1.216, 7.382, -4.434], [-0.973, 8.237, -4.566], [-0.217, 8.573, -2.995], [4.923, 7.179, -11.686], [3.354, 6.487, -12.112], [6.143, 6.814, -12.917], [4.819, 8.254, -11.613], [5.242, 6.761, -10.738], [9.713, 5.786, -10.160], [11.039, 5.934, -9.000], [8.138, 5.742, -9.356], [9.738, 6.641, -10.825], [9.842, 4.867, -10.718], [-5.436, -4.634, -1.298], [-5.716, -4.971, 0.414], [-5.662, -2.922, -1.685], [-4.417, -4.910, -1.542], [-6.145, -5.213, -1.880], [-9.588, -6.440, -2.138], [-10.080, -5.237, -0.940], [-7.894, -6.922, -1.933], [-10.210, -7.318, -2.020], [-9.711, -6.019, -3.129], [3.586, -1.569, 8.299], [4.808, -0.408, 7.754], [4.290, -2.846, 9.293], [2.849, -1.036, 8.888], [3.121, -2.021, 7.431], [-13.143, -7.544, -0.008], [-12.827, -8.030, -1.680], [-14.223, -6.148, 0.072], [-13.610, -8.373, 0.509], [-12.202, -7.283, 0.460], [4.553, 0.290, 11.852], [5.539, 0.640, 13.276], [2.824, 0.350, 12.221], [4.770, 1.030, 11.089], [4.799, -0.702, 11.494], [-10.238, -8.600, -5.886], [-10.520, -9.042, -4.201], [-10.401, -6.856, -6.136], [-9.232, -8.900, -6.153], [-10.966, -9.105, -6.509], [5.745, -7.081, 5.207], [4.938, -7.840, 6.584], [7.496, -7.318, 5.251], [5.357, -7.522, 4.297], [5.539, -6.019, 5.231], [9.298, 1.070, 14.372], [9.345, -0.696, 14.375], [10.664, 1.770, 13.490], [8.388, 1.395, 13.886], [9.332, 1.420, 15.396], [-7.349, -4.745, -6.702], [-7.660, -5.135, -5.007], [-7.534, -3.020, -7.033], [-6.334, -5.037, -6.940], [-8.057, -5.293, -7.313], [-3.921, -1.980, 7.437], [-5.449, -2.005, 6.549], [-2.890, -3.352, 7.008], [-3.395, -1.064, 7.197], [-4.139, -2.028, 8.496], [0.679, 2.375, -5.782], [0.390, 2.028, -4.073], [0.465, 4.090, -6.155], [1.697, 2.095, -6.027], [-0.026, 1.800, -6.371], [-15.909, -6.921, -3.504], [-17.471, -7.467, -4.129], [-14.592, -7.233, -4.638], [-15.962, -5.854, -3.324], [-15.699, -7.450, -2.583], [3.736, 5.976, -15.826], [2.126, 5.956, -16.559], [4.681, 4.547, -16.264], [4.262, 6.856, -16.174], [3.624, 5.998, -14.751], [1.321, 3.825, -9.664], [1.385, 3.674, -11.426], [2.814, 4.460, -8.965], [0.510, 4.497, -9.409], [1.140, 2.842, -9.246], [7.681, 3.557, 11.667], [6.987, 3.521, 13.294], [7.588, 5.163, 10.940], [8.722, 3.263, 11.731], [7.128, 2.863, 11.044], [9.751, 1.575, 4.879], [8.994, 2.906, 5.766], [11.373, 1.214, 5.485], [9.133, 0.694, 4.996], [9.827, 1.856, 3.836], [-5.574, -5.518, 8.091], [-7.186, -5.685, 7.384], [-4.656, -7.027, 8.021], [-5.030, -4.765, 7.533], [-5.681, -5.228, 9.129], [2.096, -7.929, 3.045], [3.267, -6.753, 2.432], [2.857, -9.200, 4.009], [1.381, -7.407, 3.669], [1.599, -8.388, 2.199], [-3.748, 9.765, -2.431], [-3.583, 9.662, -4.188], [-2.305, 10.450, -1.672], [-4.595, 10.398, -2.201], [-3.901, 8.766, -2.041]],
  "forces_ev_per_a": [[0.190, 0.115, 0.582], [-0.151, -0.148, -0.771], [0.261, -0.407, -0.019], [-0.461, 0.257, 0.381], [0.670, 0.539, 0.766], [0.199, 0.172, -0.571], [-0.123, -0.914, -0.115], [-0.124, 0.515, -0.580], [-0.744, -0.252, 0.930], [0.470, 0.402, -0.359], [-0.050, -0.089, -0.072], [-0.106, -0.032, -0.090], [0.072, -0.208, -0.253], [0.016, 0.285, 0.096], [0.218, -0.146, -0.169], [0.231, -0.237, -0.065], [-0.232, -0.089, -0.008], [-0.058, -0.049, 0.237], [0.170, 0.211, 0.015], [-0.237, -0.009, 0.158], [-0.086, -0.077, 0.026], [0.032, 0.103, 0.053], [-0.057, -0.114, 0.194], [0.029, 0.068, -0.011], [0.065, -0.028, -0.004], [0.042, -0.154, 0.058], [-0.199, 0.197, -0.182], [-0.006, 0.010, -0.038], [-0.007, -0.066, 0.010], [0.064, 0.031, 0.110], [-0.008, -0.004, 0.070], [-0.197, -0.078, 0.210], [0.032, -0.005, 0.012], [-0.070, -0.014, -0.045], [0.018, 0.062, -0.056], [-0.017, 0.044, -0.048], [-0.014, 0.033, 0.032], [-0.080, -0.040, -0.073], [0.044, -0.002, -0.124], [0.223, -0.228, -0.273], [0.000, 0.041, 0.005], [-0.042, 0.041, 0.027], [-0.056, 0.233, -0.169], [-0.019, -0.074, -0.046], [0.024, -0.041, 0.053], [0.004, 0.031, 0.028], [-0.023, 0.061, 0.085], [0.052, 0.018, 0.037], [-0.009, 0.017, -0.059], [0.023, -0.094, -0.033], [-0.032, 0.008, -0.130], [0.018, 0.001, -0.020], [0.314, 0.065, -0.164], [-0.006, 0.045, 0.044], [0.000, -0.046, 0.050], [0.020, -0.008, -0.098], [-0.040, -0.117, -0.015], [-0.009, -0.025, -0.082], [0.042, 0.063, 0.059], [0.082, 0.178, 0.098], [-0.049, 0.015, -0.008], [-0.023, -0.017, 0.001], [-0.202, -0.195, -0.048], [0.058, 0.027, 0.059], [0.040, 0.039, -0.001], [-0.107, -0.052, 0.027], [-0.246, 0.274, 0.437], [-0.013, 0.002, 0.018], [0.046, 0.041, 0.049], [0.087, -0.016, -0.052], [0.065, -0.015, 0.083], [-0.029, -0.046, 0.043], [-0.006, -0.008, 0.016], [-0.061, -0.010, -0.040], [0.019, 0.085, -0.053], [0.056, -0.047, -0.044], [-0.113, -0.304, -0.054], [-0.005, -0.027, -0.094], [-0.045, 0.070, 0.038], [-0.030, -0.059, 0.054], [0.033, 0.016, -0.085], [-0.038, -0.146, -0.006], [-0.112, -0.060, -0.086], [0.043, 0.061, 0.033], [-0.070, 0.009, 0.051], [0.008, -0.014, -0.049], [0.000, 0.041, 0.074], [-0.001, 0.027, -0.023], [0.011, -0.071, 0.008], [0.006, 0.000, 0.069], [-0.037, -0.050, -0.010], [-0.016, 0.013, 0.015], [0.000, 0.051, -0.008], [0.003, -0.082, 0.005], [0.065, -0.010, 0.014], [-0.029, -0.026, -0.065], [0.197, 0.031, 0.100], [0.004, -0.008, -0.027], [0.039, 0.043, 0.048], [-0.064, 0.021, 0.029], [0.070, 0.081, 0.006], [-0.049, -0.001, 0.001], [0.081, 0.045, 0.011], [0.006, -0.013, -0.100], [-0.029, -0.058, 0.005], [-0.007, -0.067, -0.088], [0.030, -0.013, -0.023], [-0.003, 0.016, 0.036], [0.040, 0.046, 0.058], [-0.063, 0.030, 0.021], [0.021, 0.011, 0.083], [-0.009, 0.007, 0.023], [0.032, 0.021, -0.079], [-0.013, 0.025, -0.058], [0.013, -0.051, -0.017], [0.020, 0.015, 0.027], [-0.012, 0.029, 0.010], [0.031, 0.012, 0.015], [0.002, -0.010, -0.065], [-0.012, -0.051, 0.003], [-0.111, 0.023, 0.047], [-0.006, -0.048, 0.050], [-0.040, -0.064, -0.090], [0.017, 0.049, -0.018], [0.040, -0.038, -0.031], [0.077, -0.058, -0.051], [0.103, 0.409, 0.006], [0.000, -0.018, -0.018], [0.022, 0.047, 0.048], [-0.059, 0.021, 0.012], [-0.006, -0.031, 0.005], [-0.036, 0.005, -0.015], [0.003, -0.018, -0.025], [0.055, 0.034, 0.074], [0.034, 0.060, 0.006], [-0.008, 0.043, -0.010], [-0.010, 0.033, 0.009], [0.038, 0.010, 0.017], [-0.059, -0.079, -0.035], [-0.037, -0.059, 0.024], [-0.104, -0.056, 0.009], [-0.006, 0.018, -0.005], [-0.030, 0.022, -0.075], [0.045, 0.034, 0.049], [0.054, -0.020, -0.040], [-0.031, -0.067, 0.044], [-0.032, -0.010, -0.031], [-0.003, -0.011, 0.025], [0.030, 0.075, -0.030], [0.069, -0.033, -0.020]],
  "charge": 0,
  "e_tot_ev": -698675.03554,
  "e_lumo_ha": -0.003
}